# 1
Below is 6 unconnected molecules or ions with the total composition C29H61FN7O8S, with properties calculated with wB97M-V/def2-TZVPD.

Atoms and positions in Å:
C -0.31 3.08 3.52
C -0.38 2.26 2.23
C -1.43 1.15 2.32
C -1.15 -0.11 1.45
C -2.30 -1.14 1.68
C -2.20 -2.07 2.90
C -1.32 -3.30 2.78
F -1.77 -1.35 4.04
C -1.27 0.38 -0.01
N -0.41 -0.35 -1.03
C -0.34 0.49 -2.27
C 0.44 -0.24 -3.35
O 0.20 -1.38 -3.61
O 1.30 0.55 -4.02
C 2.70 0.31 -4.05
C 3.20 -1.09 -3.90
O 3.38 1.25 -4.23
C 0.93 -0.79 -0.53
S 2.17 0.52 -0.42
C 0.72 -1.52 0.79
N 0.18 -0.59 1.74
H -1.32 3.43 3.78
H 0.00 2.44 4.34
H 0.34 3.94 3.43
H -0.65 2.94 1.41
H 0.61 1.86 1.99
H -1.53 0.85 3.36
H -2.40 1.55 2.01
H -2.38 -1.81 0.82
H -3.24 -0.59 1.76
H -3.21 -2.43 3.12
H -0.25 -3.07 2.87
H -1.55 -3.98 3.60
H -1.52 -3.83 1.84
H -1.09 1.44 -0.12
H -2.30 0.20 -0.32
H -0.90 -1.20 -1.33
H 0.05 1.48 -2.07
H -1.37 0.59 -2.62
H 3.43 -1.25 -2.84
H 4.09 -1.21 -4.50
H 2.48 -1.85 -4.20
H 1.31 -1.52 -1.26
H 1.40 1.57 -0.11
H 1.67 -1.92 1.13
H 0.06 -2.39 0.58
H 0.26 -0.91 2.69
C -0.71 1.64 8.72
C -0.86 1.06 7.34
O -0.18 1.43 6.40
N -1.80 0.08 7.17
C -2.69 -0.48 8.16
H 0.07 2.40 8.69
H -1.64 2.11 9.05
H -0.43 0.87 9.44
H -1.85 -0.27 6.22
H -2.52 -1.55 8.26
H -3.73 -0.32 7.86
H -2.53 -0.02 9.12
C 3.30 -2.55 -8.18
C 2.70 -2.98 -6.86
O 3.31 -3.67 -6.06
N 1.43 -2.56 -6.58
C 0.56 -1.72 -7.37
H 4.30 -2.96 -8.25
H 2.70 -2.92 -9.02
H 3.35 -1.46 -8.24
H 1.09 -2.90 -5.69
H 0.30 -0.81 -6.82
H -0.37 -2.25 -7.60
H 1.04 -1.44 -8.30
C 1.29 -1.19 5.15
C 2.21 -2.23 4.56
O 2.22 -2.44 3.35
N 3.01 -2.93 5.39
C 3.12 -2.80 6.84
H 0.76 -0.75 4.32
H 0.56 -1.64 5.83
H 1.82 -0.40 5.67
H 3.59 -3.61 4.93
H 4.13 -2.53 7.12
H 2.86 -3.75 7.32
H 2.44 -2.04 7.20
C -6.30 -0.26 -1.33
C -6.13 -0.20 0.17
O -5.44 -1.01 0.78
N -6.79 0.78 0.84
C -7.65 1.82 0.29
H -5.73 -1.10 -1.70
H -7.35 -0.40 -1.60
H -5.94 0.66 -1.80
H -6.65 0.76 1.83
H -7.26 2.81 0.53
H -8.65 1.73 0.71
H -7.72 1.72 -0.79
C 5.60 5.22 -7.08
C 5.01 4.54 -8.30
O 5.38 4.79 -9.43
N 4.03 3.61 -8.08
C 3.47 3.18 -6.81
H 6.36 5.92 -7.42
H 4.84 5.76 -6.53
H 6.07 4.49 -6.42
H 3.68 3.19 -8.92
H 3.63 2.11 -6.68
H 2.40 3.38 -6.79
H 3.94 3.69 -5.98

The frontier orbital gap comes out at 8.0 eV. As for the charge: +1. The max |F| is 0.76 eV/Å. The calculation puts the total energy at -2624.72371 Eh.

# 2
Below is a molecular structure, C29H62BINO4P2S2 in a non-equilibrium geometry, with properties calculated with wB97M-V/def2-TZVPD.

Atoms and positions in Å:
C -3.90 3.23 5.68
C -4.60 2.19 4.83
C -3.94 2.09 3.44
C -3.87 0.65 2.90
C -3.48 0.58 1.42
C -2.04 1.07 1.21
C -1.66 1.02 -0.27
N -2.42 2.13 -0.93
B -3.55 1.64 -1.90
C -3.48 0.40 -2.86
O -4.72 2.30 -1.74
C -1.46 3.31 -1.30
P -1.72 3.42 -3.20
C -2.87 4.77 -3.67
C -0.27 3.74 -4.25
S -2.33 4.73 -0.47
C -1.61 6.26 -0.99
O -3.69 4.70 -0.95
O -2.27 4.62 0.97
C -0.08 2.81 -0.66
S 0.37 3.50 0.98
P 1.54 3.28 -1.62
C 1.58 5.12 -1.77
C 2.98 3.02 -0.50
C 4.24 2.83 -1.35
C -0.17 1.25 -0.69
I 0.05 0.36 -2.65
C 0.68 0.41 0.27
C 2.07 -0.12 -0.17
C 2.12 -1.64 -0.42
C 2.79 -2.06 -1.73
C 2.49 -3.53 -2.06
C 3.42 -4.52 -1.36
C 3.07 -5.97 -1.74
C 2.13 -6.61 -0.71
C 2.92 -7.14 0.50
C 2.08 -7.22 1.78
C 2.65 -8.25 2.73
O 4.01 -7.91 2.99
C 4.46 -8.37 4.24
H -3.92 4.22 5.22
H -2.86 2.97 5.88
H -4.39 3.33 6.65
H -5.64 2.47 4.69
H -4.50 1.21 5.30
H -2.92 2.46 3.54
H -4.43 2.72 2.69
H -4.85 0.18 3.01
H -3.16 0.08 3.49
H -4.18 1.21 0.86
H -3.56 -0.45 1.07
H -1.40 0.44 1.84
H -1.97 2.07 1.62
H -1.95 0.02 -0.60
H -2.98 2.54 -0.17
H -4.46 0.19 -3.28
H -2.81 0.62 -3.68
H -3.12 -0.51 -2.39
H -5.22 2.36 -2.55
H -3.86 4.51 -3.31
H -2.88 4.78 -4.76
H -2.64 5.77 -3.31
H 0.11 4.76 -4.14
H -0.66 3.67 -5.26
H 0.53 3.02 -4.15
H -1.14 6.74 -0.14
H -2.44 6.86 -1.35
H -0.92 6.12 -1.82
H -0.13 2.63 1.87
H 1.51 5.43 -2.80
H 2.54 5.46 -1.39
H 0.84 5.59 -1.14
H 2.83 2.23 0.23
H 3.11 3.94 0.08
H 5.01 2.34 -0.76
H 4.65 3.82 -1.61
H 4.05 2.31 -2.29
H 0.08 -0.47 0.50
H 0.80 0.91 1.23
H 2.52 0.43 -0.98
H 2.72 0.05 0.69
H 2.69 -2.11 0.38
H 1.12 -2.09 -0.38
H 3.87 -2.00 -1.60
H 2.48 -1.45 -2.57
H 2.52 -3.72 -3.14
H 1.47 -3.78 -1.74
H 3.31 -4.45 -0.28
H 4.46 -4.31 -1.61
H 3.96 -6.59 -1.82
H 2.56 -5.97 -2.71
H 1.57 -7.43 -1.17
H 1.42 -5.85 -0.38
H 3.77 -6.47 0.66
H 3.33 -8.12 0.26
H 2.07 -6.26 2.29
H 1.06 -7.50 1.52
H 2.10 -8.29 3.67
H 2.63 -9.23 2.24
H 4.00 -9.33 4.52
H 5.54 -8.50 4.21
H 4.22 -7.66 5.03

The frontier orbital gap comes out at 8.4 eV. As for the charge: +1. The max |F| is 2.00 eV/Å. The calculation puts the total energy at -3299.24669 Eh.

Number 1: HOMO -10.720 eV. Number 2: HOMO -10.871 eV.